1.
The following is a quantum chemistry calculation of a 6-piece molecular cluster, C12H37O9 overall at a distorted geometry, from OMol25.

Each line ends with the Mulliken charge.
Cartesian coordinates (Å):
1 O 0.269 0.447 -0.017  0.017
2 H -0.725 0.557 0.035  0.355
3 H 0.461 -0.407 0.617  0.134
4 H 0.514 0.372 -0.906  0.500
5 C -3.485 -0.450 2.078  -0.304
6 C -2.989 -0.197 0.602  0.171
7 O -2.311 1.036 0.444  -0.736
8 O -4.209 -1.542 2.186  -0.457
9 H -3.778 0.572 2.619  0.280
10 H -2.281 -0.640 2.519  -0.009
11 H -3.902 -0.281 -0.115  0.383
12 H -2.267 -0.946 0.303  -0.149
13 H -3.033 1.797 0.316  0.354
14 H -4.463 -1.443 3.083  0.375
15 C -2.197 -0.210 -3.413  -0.377
16 C -2.732 1.298 -3.519  -0.315
17 O -3.239 1.583 -4.863  -0.575
18 O -1.644 -0.402 -2.159  -0.231
19 H -1.476 -0.754 -4.032  0.323
20 H -3.097 -0.797 -3.578  0.327
21 H -1.930 1.963 -3.207  0.252
22 H -3.653 1.541 -2.869  0.177
23 H -4.029 2.203 -5.038  0.335
24 H -1.758 -1.337 -2.015  0.212
25 C 1.037 -2.753 0.530  -0.366
26 C 2.259 -2.278 1.229  -0.611
27 O 2.491 -0.840 0.901  -0.559
28 O -0.030 -2.128 1.140  -0.477
29 H 0.976 -3.837 0.546  0.624
30 H 1.084 -2.238 -0.433  -0.041
31 H 3.145 -2.781 0.705  0.366
32 H 2.553 -2.588 2.147  0.565
33 H 3.257 -0.682 1.337  0.250
34 H -0.677 -2.828 1.448  0.315
35 C 2.845 1.161 -3.020  -1.195
36 C 2.462 -0.265 -2.921  0.028
37 C 3.642 -1.062 -2.274  -1.205
38 O 1.183 -0.418 -2.200  -0.570
39 H 2.068 1.704 -3.651  0.306
40 H 3.966 1.439 -3.540  0.310
41 H 2.880 1.718 -2.035  0.269
42 H 2.137 -0.515 -3.731  0.782
43 H 4.430 -0.973 -3.023  0.534
44 H 3.257 -2.015 -2.257  0.381
45 H 3.895 -0.643 -1.205  0.073
46 H 0.668 -1.000 -2.891  0.189
47 C -0.085 2.746 3.766  -1.161
48 C 1.129 1.910 3.976  0.308
49 C 0.683 0.350 3.763  -0.439
50 O 1.935 2.254 2.786  -0.497
51 H -0.791 2.680 4.655  0.323
52 H -0.685 2.423 2.827  0.082
53 H -0.054 3.811 3.826  0.452
54 H 1.842 2.158 4.832  0.293
55 H 1.624 -0.152 3.341  -0.031
56 H -0.210 0.324 2.894  -0.190
57 H 0.350 -0.237 4.533  0.565
58 H 2.687 1.588 2.926  0.281

## Properties
Spin multiplicity: 1
ΔE to the lowest compared entry with this formula, charge and spin, kJ/mol: 18.6
Lowest unoccupied orbital energy, Eh: -0.090
Net charge: +1
E_tot, eV: -31456.5996

2.
The following is a quantum chemistry calculation of a 2-piece molecular cluster, C2H7N overall at a distorted geometry, from OMol25.

Each line ends with the Mulliken charge.
Cartesian coordinates (Å):
1 C 1.804 0.013 0.314  -0.327
2 N 0.776 0.112 -0.529  -0.447
3 H 2.595 -0.714 0.119  0.297
4 H 1.782 0.652 1.193  0.238
5 H 1.637 0.453 -1.118  0.245
6 C -2.211 -0.123 0.145  -0.942
7 H -2.179 -1.177 0.413  0.226
8 H -1.488 0.425 0.755  0.201
9 H -3.184 0.329 0.329  0.279
10 H -1.853 0.007 -0.871  0.230

## Properties
Spin multiplicity: 1
ΔE to the lowest compared entry with this formula, charge and spin, kJ/mol: 335.0
Lowest unoccupied orbital energy, Eh: 0.012
E_tot, eV: -3674.0103
SMILES: C=N.C